1.
The following is a quantum chemistry calculation of a molecular structure, C9H19O10Tl in a non-equilibrium geometry, from the Open Molecules 2025 dataset.

Geometry as XYZ:
```
39
C9H19O10Tl, DFT wB97M-V/def2-TZVPD
Tl 1.35 0.79 0.79
O 0.36 -0.42 1.93
H -0.28 -0.95 2.44
C -1.23 4.07 0.57
O -2.05 2.93 0.70
C -1.51 1.71 1.07
O -0.32 1.53 1.40
O -2.43 0.79 0.84
C -2.13 -0.54 1.17
H -0.93 4.13 -0.48
H -0.34 4.04 1.19
H -1.84 4.94 0.82
H -2.25 -0.59 2.25
H -1.16 -0.86 0.78
H -2.91 -1.14 0.68
C 4.29 -1.57 -0.44
O 3.16 -2.37 -0.31
C 1.94 -1.95 0.08
O 1.52 -0.81 0.13
O 1.35 -3.10 0.50
C 0.05 -3.06 1.15
H 5.19 -2.17 -0.30
H 4.38 -0.86 0.38
H 4.31 -1.05 -1.40
H -0.24 -4.02 1.57
H -0.76 -2.61 0.58
H 0.26 -2.46 2.04
C -1.71 2.61 -1.78
O -1.40 1.31 -2.24
C -0.66 0.51 -1.51
O -0.11 0.70 -0.40
O -0.52 -0.62 -2.17
C 0.38 -1.69 -1.81
H -2.32 2.42 -0.90
H -2.38 3.13 -2.46
H -0.88 3.30 -1.65
H 1.42 -1.40 -1.94
H 0.21 -2.57 -2.43
H 0.19 -2.10 -0.82
```

The charge is +2. Its energy above the lowest of the compared OMol25 structures with the same formula, charge and spin is 211.37 kcal/mol. The molar mass comes out at 491.6 g mol⁻¹.

***

2.
The following is a quantum chemistry calculation of 2 unconnected molecules or ions with the total composition C5H14 in a non-equilibrium geometry, from the Open Molecules 2025 dataset.

Geometry as XYZ:
```
19
C5H14, DFT wB97M-V/def2-TZVPD
C -0.53 1.31 1.44
C -0.72 0.03 2.28
C -1.12 1.11 0.02
H -1.14 2.12 1.84
H 0.54 1.45 1.29
H -1.06 0.20 3.31
H 0.26 -0.45 2.49
H -2.15 1.49 0.03
H -0.40 1.50 -0.73
H -1.35 -0.64 1.72
H -1.21 0.06 -0.38
C 1.23 -1.20 -0.94
C 0.92 -0.80 -2.39
H 2.27 -1.04 -0.69
H 0.76 -0.55 -0.22
H 0.97 -2.24 -0.74
H 0.01 -1.40 -2.59
H 1.63 -1.19 -3.11
H 1.09 0.24 -2.63
```

As for the spin multiplicity: 2. The charge is -1. Its energy above the lowest of the compared OMol25 structures with the same formula, charge and spin is 25.55 kcal/mol. The molar mass comes out at 74.2 g mol⁻¹.

***

3.
The following is a quantum chemistry calculation of a molecular structure, C18H16N5O5S3V in a non-equilibrium geometry, from the Open Molecules 2025 dataset.

Geometry as XYZ:
```
48
C18H16N5O5S3V, DFT wB97M-V/def2-TZVPD
V 0.05 -0.67 -1.51
N 4.53 4.39 0.07
C 4.28 3.12 -0.42
C 3.04 2.83 -0.99
C 2.81 1.60 -1.57
C 3.80 0.63 -1.57
C 5.03 0.90 -1.01
C 5.28 2.14 -0.44
S 3.33 -0.93 -2.34
O 3.14 -0.67 -3.74
O 4.28 -1.97 -2.02
N 1.86 -1.28 -1.67
C 1.86 -1.31 -0.34
N 0.63 -1.58 0.17
C 0.52 -1.62 1.49
C 1.63 -1.45 2.32
C 2.83 -1.16 1.70
N 2.95 -1.06 0.38
H 3.71 4.94 0.27
H 5.27 4.47 0.75
H 2.25 3.56 -0.97
H 1.86 1.38 -2.03
H 5.79 0.13 -1.02
H 6.24 2.35 0.00
H -0.47 -1.78 1.89
H 1.53 -1.52 3.39
H 3.74 -0.97 2.26
C -6.28 -1.83 3.09
C -5.40 -1.53 1.91
C -5.73 -0.51 1.03
C -4.89 -0.18 -0.02
C -3.70 -0.87 -0.19
C -3.37 -1.91 0.66
C -4.22 -2.24 1.70
S -2.46 -0.26 -1.34
O -3.15 0.57 -2.29
O -1.52 0.43 -0.45
O -1.80 -1.44 -1.93
H -7.32 -1.58 2.88
H -5.96 -1.23 3.95
H -6.21 -2.88 3.38
H -6.64 0.05 1.19
H -5.12 0.62 -0.71
H -2.45 -2.43 0.48
H -3.97 -3.05 2.37
S -0.91 3.32 -3.10
C -0.53 1.79 -2.90
N -0.16 0.68 -2.77
```

As for the spin multiplicity: 4. The charge is -1. Its energy above the lowest of the compared OMol25 structures with the same formula, charge and spin is 49.85 kcal/mol. The molar mass comes out at 529.5 g mol⁻¹.